{
  "formula": "C5H16N2O",
  "method": "ωB97M-V/def2-TZVPD",
  "elements": ["C", "N", "C", "C", "C", "N", "C", "H", "H", "H", "H", "H", "H", "H", "H", "H", "H", "H", "H", "H", "H", "O", "H", "H"],
  "coordinates": [[1.82, -0.36, 1.71], [2.08, 0.79, 0.83], [0.93, 1.23, 0.01], [-0.30, 0.22, -0.22], [-0.78, 0.37, -1.71], [-1.17, 0.65, 0.87], [-2.52, 0.19, 0.63], [1.83, -1.31, 1.15], [0.98, -0.08, 2.34], [2.68, -0.49, 2.38], [2.80, 0.62, 0.14], [0.47, 2.19, 0.31], [1.36, 1.55, -0.95], [0.10, -0.78, -0.17], [-1.18, 1.34, -2.00], [-1.35, -0.53, -1.98], [0.19, 0.28, -2.25], [-1.15, 1.57, 1.26], [-3.20, 0.25, 1.49], [-3.10, 0.64, -0.21], [-2.66, -0.86, 0.35], [1.14, -2.54, -1.41], [0.60, -2.92, -0.72], [0.42, -2.02, -1.85]],
  "homo_ev": -8.4776,
  "de_lowest_kcal_mol": 50.39,
  "lumo_energy_ev": 0.73
}